{
  "formula": "C29H31BF4O2",
  "method": "ωB97M-V/def2-TZVPD",
  "elements": ["C", "C", "C", "C", "C", "C", "O", "B", "C", "C", "C", "C", "C", "F", "F", "F", "C", "C", "C", "C", "C", "O", "H", "H", "H", "H", "H", "H", "H", "H", "H", "H", "H", "H", "H", "H", "H", "H", "H", "H", "H", "H", "H", "F", "C", "C", "C", "C", "C", "C", "C", "C", "C", "C", "C", "C", "C", "H", "H", "H", "H", "H", "H", "H", "H", "H", "H"],
  "positions_angstrom": [[1.33758, 1.55159, 3.61310], [1.26013, 1.17857, 2.12934], [1.94384, 2.28550, 1.35802], [1.79536, -0.32429, 1.84949], [2.28293, -0.55627, 0.44275], [2.88464, -0.80378, 2.80078], [0.63077, -1.12213, 1.96069], [-0.48067, -0.24756, 1.80528], [-1.66649, -0.64510, 0.74016], [-1.86624, -1.97057, 0.38829], [-3.01848, -2.34731, -0.31819], [-3.91098, -1.36005, -0.72088], [-5.05915, -1.69760, -1.63580], [-6.25238, -1.22495, -1.16212], [-4.87010, -1.12515, -2.87828], [-5.19827, -3.03707, -1.83846], [-3.72523, -0.02448, -0.37056], [-2.57981, 0.33191, 0.34721], [-1.29318, -0.64835, 3.27219], [-1.77143, 0.39867, 4.22850], [-2.75036, -0.49865, 3.55775], [-0.10282, 1.12349, 1.73537], [2.37699, 1.77551, 3.90071], [0.74021, 2.45871, 3.78433], [0.94014, 0.76834, 4.27327], [3.03187, 2.24202, 1.48824], [1.70788, 2.23283, 0.29347], [1.58445, 3.25547, 1.72473], [3.20606, -0.01821, 0.20338], [2.44543, -1.63438, 0.29016], [1.43997, -0.27451, -0.29894], [3.78930, -0.18815, 2.68973], [2.54615, -0.75391, 3.84100], [3.15683, -1.83847, 2.56318], [-1.15145, -2.73654, 0.69253], [-3.19839, -3.39178, -0.56357], [-4.45507, 0.73131, -0.65230], [-2.44078, 1.37523, 0.63308], [-0.83898, -1.54994, 3.70281], [-1.63363, 0.21935, 5.29859], [-1.72149, 1.44320, 3.91486], [-3.39164, -0.10469, 2.77623], [-3.21279, -1.24721, 4.20247], [4.74239, 3.89764, -2.74696], [3.68049, 3.05837, -2.49827], [2.38948, 3.58063, -2.44144], [1.32671, 2.72196, -2.13659], [1.56375, 1.34966, -1.90914], [0.51167, 0.40947, -1.41036], [0.10267, -0.54464, -2.44644], [-1.25815, -0.82116, -2.72338], [-1.61831, -1.95139, -3.45026], [-0.64250, -2.76913, -4.03639], [0.68211, -2.33155, -4.01922], [1.02775, -1.18804, -3.30304], [2.87673, 0.85809, -2.11223], [3.95475, 1.70369, -2.33182], [2.22335, 4.63862, -2.63789], [0.30066, 3.08449, -2.05494], [-0.30044, 0.84708, -0.82328], [-2.02296, -0.13157, -2.33667], [-2.66965, -2.19491, -3.58038], [-0.90762, -3.68397, -4.56876], [1.44922, -2.85988, -4.58659], [2.02497, -0.77841, -3.45235], [3.08033, -0.21447, -2.05925], [4.97186, 1.31884, -2.39693]],
  "nbo_charge": [-0.64, 0.26, -0.62, 0.23, -0.46, -0.62, -0.72, 0.80, -0.13, -0.26, -0.18, -0.21, 0.98, -0.33, -0.35, -0.33, -0.19, -0.28, -0.45, -0.43, -0.43, -0.75, 0.20, 0.22, 0.23, 0.20, 0.20, 0.22, 0.22, 0.24, 0.17, 0.20, 0.24, 0.21, 0.22, 0.22, 0.22, 0.22, 0.21, 0.20, 0.20, 0.20, 0.20, -0.32, 0.42, -0.28, -0.15, -0.14, 0.12, -0.19, -0.08, -0.23, -0.12, -0.25, -0.08, -0.18, -0.27, 0.25, 0.23, 0.30, 0.25, 0.25, 0.23, 0.23, 0.21, 0.22, 0.24],
  "total_charge": 0,
  "total_energy_ha": -1698.3542,
  "homo_lumo_gap_ev": 3.695,
  "de_lowest_ev": 4.537,
  "e_homo_ev": -7.0
}